{
  "formula": "C23H50N6O7",
  "method": "ωB97M-V with the def2-TZVPD basis set",
  "charge": 0,
  "orbital_gap_ev": 8.439,
  "largest_force_ev_per_a": 4.0,
  "e_homo_ev": -8.39,
  "total_energy_ha": -1761.46329,
  "smiles": "CN(C)C=O.CN(C)C=O.CN(C)C=O.CN(C)C=O.CN(C)C=O.CC(C)=O.CC(C)=O.CC#N",
  "lumo_ev": 0.046,
  "symbols": ["O", "O", "O", "O", "O", "O", "O", "N", "N", "N", "N", "N", "N", "C", "C", "C", "C", "C", "C", "C", "C", "C", "C", "C", "C", "C", "C", "C", "C", "C", "C", "C", "C", "C", "C", "C", "H", "H", "H", "H", "H", "H", "H", "H", "H", "H", "H", "H", "H", "H", "H", "H", "H", "H", "H", "H", "H", "H", "H", "H", "H", "H", "H", "H", "H", "H", "H", "H", "H", "H", "H", "H", "H", "H", "H", "H", "H", "H", "H", "H", "H", "H", "H", "H", "H", "H"],
  "coordinates": [[-1.315, 3.378, 1.159], [-3.271, -5.394, -3.262], [-0.439, 0.630, 5.148], [0.356, -4.053, 1.676], [-2.355, -1.930, -3.736], [2.384, 1.799, -1.127], [3.406, -1.156, 1.657], [-1.993, 0.314, -4.023], [0.731, -2.945, 3.618], [-3.234, -4.697, -1.090], [1.997, 3.287, -2.838], [-0.420, -0.966, 0.231], [3.640, 1.051, 2.169], [-3.138, 0.637, -4.808], [-1.714, -0.928, -3.538], [0.011, 3.712, -0.752], [2.099, 2.904, -1.540], [1.355, 4.566, -3.119], [-2.421, -3.932, -0.128], [0.463, -1.589, -0.158], [-4.523, -5.193, -0.682], [2.426, 2.476, -3.948], [0.273, 1.560, 3.058], [4.087, 0.896, 3.540], [-1.201, 3.153, -0.028], [-0.631, -3.027, 4.126], [1.614, -1.992, 4.269], [-2.193, 0.896, 3.594], [-0.739, 0.970, 4.026], [-2.741, -4.816, -2.328], [3.468, 2.416, 1.669], [-2.026, 2.109, -0.735], [3.371, 0.020, 1.349], [1.122, -3.517, 2.464], [1.577, -2.380, -0.665], [-0.951, 1.346, -3.945], [-3.079, 2.256, -0.498], [-2.243, 0.665, 2.525], [-1.866, 2.234, -1.810], [1.361, -2.829, -1.636], [4.358, -0.143, 3.711], [2.961, 3.132, 2.314], [-4.487, -6.002, 0.048], [1.520, 1.980, -4.318], [3.096, 1.655, -3.705], [-2.783, 0.189, 4.168], [2.818, 2.951, -4.847], [0.394, 4.516, -0.132], [1.853, 3.737, -0.856], [-1.266, -3.707, 3.568], [-1.069, -2.032, 4.017], [3.321, 1.225, 4.243], [-1.743, -4.372, -2.441], [-5.119, -4.370, -0.285], [4.998, 1.487, 3.662], [0.877, 4.576, -4.097], [2.096, 5.373, -3.203], [-1.329, 2.270, -3.496], [1.593, -2.161, 5.347], [0.082, 1.125, 2.072], [-0.758, 1.581, -4.995], [-1.747, 1.079, -0.505], [-5.061, -5.581, -1.546], [0.131, 2.627, 2.888], [-1.928, -3.081, -0.581], [-3.059, -3.543, 0.667], [-3.822, 1.315, -4.276], [-0.097, 0.978, -3.388], [2.978, 2.295, 0.705], [-0.163, 4.054, -1.770], [2.336, -1.617, -0.858], [2.655, -2.179, 4.006], [0.698, 4.842, -2.300], [-0.860, -0.923, -2.840], [3.028, 0.365, 0.364], [2.170, -3.270, 2.234], [1.365, -0.984, 3.942], [-0.571, -3.288, 5.180], [-1.758, -4.647, 0.356], [0.636, 2.810, -0.728], [-2.673, 1.877, 3.663], [1.291, 1.358, 3.375], [-2.893, 1.171, -5.731], [4.457, 2.857, 1.510], [-3.708, -0.274, -4.991], [1.933, -3.183, -0.033]],
  "atomic_forces_ev_per_a": [[-0.52, 0.22, -0.20], [-0.10, 0.03, 0.18], [0.38, -0.17, -0.09], [0.38, -0.60, 0.10], [-0.27, -0.13, -0.12], [0.24, -0.66, -0.51], [0.30, -0.44, 0.12], [1.27, 0.59, 0.72], [0.42, -0.51, 0.08], [0.37, 0.95, 0.65], [0.48, 0.67, 0.20], [0.06, 0.26, -0.06], [-0.28, 0.96, 0.53], [-1.11, 0.02, 0.03], [-0.33, 0.09, 0.31], [-3.60, -0.97, 1.46], [2.01, 1.16, -1.24], [1.69, 1.05, -0.58], [-0.77, -1.01, 0.46], [-0.24, -0.77, 0.22], [-0.49, 0.06, -0.46], [-1.36, -1.59, -0.82], [-0.43, -0.44, -0.40], [0.44, -0.20, -0.49], [0.50, -0.48, 0.70], [0.30, 0.77, -0.23], [0.38, -0.65, 0.08], [0.15, 0.21, -1.01], [-0.50, 0.64, 0.52], [-0.16, -0.71, -0.96], [0.94, -0.42, -0.46], [-0.18, 0.55, -0.75], [-0.65, 0.13, 0.09], [-0.90, 1.04, -0.33], [0.35, 0.73, -0.94], [-1.29, -0.30, -0.74], [-0.01, -0.09, 0.03], [-0.06, -0.18, 0.11], [-0.38, -0.10, 0.31], [-0.41, 0.11, 0.06], [-0.22, -0.05, 0.06], [-0.46, -0.52, 0.34], [0.30, 0.06, 0.17], [0.19, -0.17, -0.23], [0.14, 0.30, 0.60], [0.22, -0.10, 0.17], [0.22, 0.85, 0.57], [0.28, -0.01, 0.04], [2.02, -0.20, -0.71], [0.36, -0.29, -0.10], [-0.18, -0.01, 0.28], [0.04, -0.02, 0.09], [0.01, 0.21, 0.09], [-0.01, -0.02, 0.18], [-0.11, 0.11, 0.20], [-0.44, -0.40, 0.16], [0.11, -0.12, 0.05], [0.05, -0.12, -0.02], [-0.40, 0.52, 0.04], [0.22, -0.15, 0.02], [0.77, 0.16, 0.14], [0.20, 0.11, 0.40], [0.20, 0.02, -0.14], [-0.16, 0.07, 0.36], [0.24, -0.16, -0.14], [-0.16, 0.06, -0.13], [0.20, -0.06, 0.17], [0.14, 0.01, -0.09], [-0.03, 0.49, 0.21], [-0.94, -1.04, 0.99], [0.41, -0.42, 0.15], [-0.12, -0.06, -0.40], [0.76, 0.63, -1.23], [0.22, 0.08, -0.21], [0.17, -0.11, -0.02], [0.10, -0.37, 0.01], [-0.04, 0.16, 0.52], [-0.27, -0.05, 0.06], [0.53, 0.47, 0.06], [-1.71, 0.34, 0.52], [0.22, 0.10, 0.19], [-0.03, -0.04, 0.12], [0.23, -0.39, -0.11], [0.06, 0.03, -0.14], [0.18, 0.04, -0.26], [-0.15, 0.26, 0.43]],
  "lowdin_charge": [0.052, -0.002, 0.050, -0.021, 0.042, 0.003, -0.005, -0.189, -0.174, -0.185, -0.144, 0.171, -0.178, -0.056, -0.330, -0.057, -0.409, -0.050, -0.043, -0.270, -0.055, -0.037, -0.019, -0.038, -0.434, -0.020, -0.050, -0.020, -0.483, -0.372, -0.049, 0.004, -0.328, -0.341, -0.047, -0.072, 0.096, 0.069, 0.034, 0.089, 0.084, 0.090, 0.087, 0.059, 0.096, 0.077, 0.096, 0.122, 0.114, 0.084, 0.079, 0.085, 0.125, 0.085, 0.090, 0.104, 0.102, 0.066, 0.096, 0.064, 0.092, 0.061, 0.084, 0.077, 0.055, 0.085, 0.093, 0.079, 0.041, 0.060, 0.075, 0.077, 0.043, 0.121, 0.108, 0.120, 0.070, 0.090, 0.078, 0.080, 0.088, 0.047, 0.089, 0.092, 0.094, 0.068]
}